[1]
Entry from the Open Molecules 2025 dataset: a molecular structure, C2H8NO2S at a distorted geometry (ωB97M-V/def2-TZVPD).

XYZ file:
```
14
Properties=species:S:1:pos:R:3:lowdin_charge:R:1
C 1.180 -1.393 1.266 0.04
C -0.835 -0.941 -0.726 -0.40
N 1.816 -0.546 1.951 0.19
O -1.671 -0.376 -1.507 0.04
O -0.141 -0.321 0.054 0.00
S -1.716 2.531 -1.174 0.68
H 1.660 -1.620 0.388 0.11
H 0.611 -2.060 1.749 0.10
H -0.602 -2.108 -0.946 0.20
H 2.487 0.095 1.557 0.16
H -1.438 2.525 -2.501 -0.12
H 1.505 -0.497 2.893 0.14
H -1.693 0.708 -1.315 -0.03
H -2.850 3.185 -1.520 -0.13
```

Properties
Kohn-Sham gap	10.31	eV
energy relative to the best compared isomer or geometry (same formula, charge and spin)	26.7	kcal/mol
F_max	0.0707	hartree/bohr
net charge	+1

---

[2]
Entry from the Open Molecules 2025 dataset: 3 unconnected molecules or ions with the total composition C16H39IPS2 (ωB97M-V/def2-TZVPD).

XYZ file:
```
59
Properties=species:S:1:pos:R:3:lowdin_charge:R:1
C -1.592 3.416 3.932 -0.03
C -2.268 2.235 3.201 -0.46
C -3.260 1.450 4.077 -0.05
C -1.191 1.304 2.626 -0.48
S -1.882 0.437 1.170 0.33
I -0.168 -1.042 0.474 0.71
P -1.850 2.086 -0.364 0.13
S -3.537 2.897 -0.614 0.28
H -1.884 4.372 3.503 0.09
H -0.503 3.359 3.894 0.07
H -1.873 3.431 4.984 0.08
H -2.835 2.655 2.365 0.08
H -4.282 1.796 3.930 0.09
H -3.021 1.567 5.134 0.09
H -3.252 0.380 3.861 0.07
H -0.281 1.815 2.314 0.04
H -0.928 0.498 3.312 0.10
H -0.787 2.803 0.207 -0.03
H -1.251 1.311 -1.369 -0.04
C -2.816 -3.870 -1.045 -0.13
C -2.332 -5.051 -1.877 -0.26
C -0.829 -5.008 -2.156 -0.22
C -0.348 -3.764 -2.906 -0.24
C -1.038 -3.515 -4.247 -0.27
C -0.844 -4.648 -5.247 -0.10
H -2.664 -2.925 -1.573 0.05
H -3.878 -3.945 -0.810 0.07
H -2.269 -3.820 -0.098 0.05
H -2.888 -5.086 -2.817 0.10
H -2.563 -5.983 -1.356 0.11
H -0.545 -5.903 -2.714 0.11
H -0.292 -5.070 -1.203 0.11
H 0.730 -3.855 -3.073 0.11
H -0.482 -2.879 -2.271 0.05
H -0.647 -2.587 -4.673 0.10
H -2.107 -3.346 -4.088 0.10
H 0.217 -4.829 -5.431 0.08
H -1.313 -4.414 -6.203 0.07
H -1.281 -5.581 -4.889 0.07
C 4.364 3.511 -1.258 -0.10
C 4.474 2.277 -0.370 -0.26
C 3.143 1.553 -0.164 -0.23
C 2.059 2.402 0.500 -0.26
C 2.427 2.981 1.866 -0.26
C 2.779 1.921 2.903 -0.09
H 3.719 4.274 -0.819 0.07
H 5.341 3.967 -1.416 0.08
H 3.957 3.252 -2.238 0.08
H 4.897 2.557 0.599 0.10
H 5.182 1.573 -0.812 0.11
H 3.315 0.650 0.429 0.10
H 2.771 1.213 -1.137 0.11
H 1.168 1.768 0.621 0.02
H 1.768 3.218 -0.169 0.10
H 1.592 3.592 2.228 0.09
H 3.264 3.674 1.755 0.11
H 1.960 1.207 3.042 0.06
H 2.993 2.371 3.873 0.08
H 3.658 1.348 2.608 0.07
```

Properties
Kohn-Sham gap	7.77	eV
F_max	0.0036	hartree/bohr
net charge	+1

---

[3]
Entry from the Open Molecules 2025 dataset: 5 unconnected molecules or ions with the total composition C20H25F15O10 at a distorted geometry (ωB97M-V/def2-TZVPD).

XYZ file:
```
70
Properties=species:S:1:pos:R:3:lowdin_charge:R:1
C -0.586 -0.658 1.296 -0.02
C 0.785 -0.089 0.775 -0.21
O 1.678 0.138 1.799 0.03
C 3.004 0.180 1.535 -0.33
O 3.577 -0.101 0.484 0.14
C 3.858 0.557 2.729 -0.58
F 3.489 1.744 3.032 0.21
F 3.600 -0.206 3.778 0.18
F 5.213 0.492 2.439 0.13
H -1.262 0.155 1.560 0.06
H -0.496 -1.335 2.145 0.08
H -1.090 -1.158 0.469 0.05
H 0.749 0.755 0.086 0.12
H 1.183 -0.896 0.160 0.12
C -1.531 -0.120 -5.188 -0.06
C -1.727 -1.365 -4.373 -0.28
O -2.875 -1.291 -3.623 0.00
C -2.955 -0.545 -2.446 -0.23
O -1.937 -0.027 -1.926 0.11
C -4.382 -0.365 -1.816 -0.58
F -4.711 0.938 -1.817 0.16
F -5.283 -1.063 -2.355 0.25
F -4.323 -0.735 -0.497 0.13
H -1.315 0.745 -4.561 0.08
H -2.387 0.077 -5.834 0.09
H -0.629 -0.327 -5.763 0.08
H -0.879 -1.574 -3.722 0.13
H -1.792 -2.164 -5.111 0.13
C 1.546 1.914 5.678 -0.07
C 0.215 2.293 6.317 -0.22
O -0.639 2.691 5.250 -0.04
C -2.037 2.860 5.547 -0.27
O -2.445 2.860 6.700 0.15
C -2.938 3.022 4.328 -0.55
F -4.173 2.525 4.578 0.16
F -3.026 4.305 3.992 0.18
F -2.415 2.338 3.303 0.16
H 2.285 1.620 6.423 0.08
H 1.977 2.675 5.026 0.08
H 1.427 1.031 5.051 0.07
H 0.390 3.172 6.938 0.13
H -0.340 1.468 6.763 0.13
C 5.162 3.228 -0.618 -0.03
C 4.085 4.051 0.168 -0.16
O 2.798 3.687 -0.360 -0.02
C 2.149 4.457 -1.260 -0.33
O 2.523 5.595 -1.489 0.14
C 0.826 3.951 -1.852 -0.61
F -0.138 4.832 -1.680 0.20
F 0.983 3.816 -3.127 0.21
F 0.470 2.782 -1.308 0.16
H 5.991 3.116 0.081 0.07
H 5.565 3.740 -1.492 0.07
H 4.850 2.208 -0.846 0.07
H 4.154 5.138 0.209 0.12
H 3.921 3.681 1.180 0.11
C -0.966 -6.918 -4.646 -0.07
C -2.000 -6.294 -3.737 -0.21
O -1.395 -5.866 -2.513 0.01
C -1.989 -5.054 -1.569 -0.31
O -3.104 -4.578 -1.650 0.16
C -1.116 -4.655 -0.392 -0.64
F -0.283 -3.637 -0.656 0.17
F -1.785 -4.314 0.673 0.20
F -0.449 -5.679 0.003 0.21
H -1.320 -7.466 -5.519 0.08
H -0.368 -7.599 -4.040 0.08
H -0.262 -6.161 -4.989 0.08
H -2.627 -7.147 -3.480 0.13
H -2.477 -5.451 -4.237 0.13
```

Properties
Kohn-Sham gap	11.51	eV
energy relative to the best compared isomer or geometry (same formula, charge and spin)	71.0	kcal/mol
F_max	0.0962	hartree/bohr

---

[4]
Entry from the Open Molecules 2025 dataset: C18H23N5OS in the gas phase at a distorted geometry (ωB97M-V/def2-TZVPD).

XYZ file:
```
48
Properties=species:S:1:pos:R:3:lowdin_charge:R:1
C -5.128 -3.728 -0.684 -0.11
C -4.522 -2.339 -0.826 -0.23
C -4.198 -1.736 0.543 -0.14
N -3.632 -0.417 0.425 0.01
C -4.318 0.767 0.192 -0.15
C -5.681 0.980 0.084 -0.01
C -6.116 2.275 -0.142 -0.08
C -5.222 3.335 -0.260 -0.09
C -3.859 3.132 -0.152 -0.01
C -3.404 1.842 0.075 -0.10
C -2.101 1.267 0.237 -0.15
N -0.881 1.759 0.228 0.10
N 0.111 0.929 0.414 0.00
C -0.121 -0.365 0.598 -0.67
S 1.247 -1.417 0.828 0.97
C 2.632 -0.226 0.733 -0.45
C 3.878 -0.937 0.221 -0.28
N 4.919 0.018 -0.109 -0.18
C 5.570 0.575 1.066 -0.17
C 6.575 1.639 0.625 -0.20
O 7.541 1.108 -0.250 -0.13
C 6.918 0.549 -1.381 -0.20
C 5.929 -0.548 -0.988 -0.17
N -1.312 -0.977 0.626 0.15
C -2.313 -0.139 0.443 -0.22
H -5.349 -4.146 -1.663 0.07
H -4.436 -4.394 -0.174 0.07
H -6.052 -3.687 -0.111 0.07
H -5.216 -1.682 -1.356 0.11
H -3.601 -2.394 -1.410 0.11
H -3.457 -2.356 1.054 0.13
H -5.102 -1.679 1.157 0.13
H -6.388 0.169 0.173 0.11
H -7.175 2.466 -0.230 0.10
H -5.603 4.329 -0.437 0.10
H -3.155 3.945 -0.240 0.12
H 2.771 0.183 1.732 0.07
H 2.329 0.568 0.055 0.07
H 4.215 -1.683 0.961 0.12
H 3.615 -1.472 -0.696 0.11
H 4.821 1.038 1.708 0.12
H 6.098 -0.209 1.639 0.13
H 7.121 2.033 1.484 0.13
H 6.031 2.457 0.129 0.13
H 7.718 0.143 -2.003 0.12
H 6.381 1.332 -1.936 0.13
H 5.442 -0.935 -1.886 0.12
H 6.478 -1.372 -0.498 0.13
```

Properties
Kohn-Sham gap	8.23	eV
energy relative to the best compared isomer or geometry (same formula, charge and spin)	30.5	kcal/mol
F_max	0.0240	hartree/bohr

---

[5]
Entry from the Open Molecules 2025 dataset: 2 unconnected molecules or ions with the total composition C3H4N2OS at a distorted geometry (ωB97M-V/def2-TZVPD).

XYZ file:
```
11
Properties=species:S:1:pos:R:3:lowdin_charge:R:1
C -0.760 -0.057 0.958 -0.27
C 0.776 1.306 -0.730 -0.65
C 0.344 -1.019 -0.957 -0.26
H -1.925 -1.018 2.047 0.15
H 0.092 0.656 1.989 0.21
H 1.524 1.180 -1.507 0.07
H 0.019 -2.086 -0.501 0.18
N -1.768 -0.958 0.811 0.05
N 0.035 0.195 -0.263 -0.18
O 0.914 -0.821 -2.015 0.01
S 0.748 2.621 0.167 0.69
```

Properties
Kohn-Sham gap	8.48	eV
energy relative to the best compared isomer or geometry (same formula, charge and spin)	112.0	kcal/mol
F_max	0.1678	hartree/bohr

---

[6]
Entry from the Open Molecules 2025 dataset: a molecular structure, C22H24F3NO3P2Tl at a distorted geometry (ωB97M-V/def2-TZVPD).

XYZ file:
```
56
Properties=species:S:1:pos:R:3:lowdin_charge:R:1
C 1.121 -4.392 -0.109 -0.03
C 1.703 -3.135 -0.019 -0.26
C 1.609 -2.233 -1.111 -0.18
C 0.871 -2.566 -2.421 -0.21
C 0.122 -3.817 -2.267 -0.10
C 0.268 -4.685 -1.231 -0.07
C 1.440 -1.778 -3.486 0.05
C 1.364 -0.346 -3.212 -0.15
C 2.094 -0.046 -1.906 -0.21
C 2.769 1.193 -1.682 -0.25
C 2.751 2.170 -2.668 -0.04
C 1.957 1.973 -3.814 -0.10
C 1.242 0.862 -4.057 -0.04
H 1.231 -5.101 0.662 0.09
H -0.576 -3.981 -3.119 0.09
H -0.221 -5.636 -1.286 0.11
H 0.166 -1.819 -4.302 0.20
H 3.321 3.065 -2.552 0.10
H 1.920 2.747 -4.569 0.11
H 0.567 0.701 -4.896 0.11
N 2.235 -0.990 -0.914 0.03
Tl -2.452 -1.638 -2.545 1.03
C 2.521 -2.678 1.208 -0.22
H 3.571 -2.486 0.902 0.11
H 2.462 -3.441 2.002 0.11
C 3.506 1.339 -0.338 -0.23
H 4.347 0.617 -0.249 0.11
H 3.896 2.362 -0.219 0.11
P 1.892 -1.094 1.907 0.89
P 2.391 0.992 1.070 0.89
C 0.802 1.746 0.651 -0.19
H 0.144 1.771 1.534 -0.01
H 1.020 2.774 0.331 0.09
H 0.307 1.218 -0.175 0.07
C 3.047 1.968 2.422 -0.21
H 3.380 2.919 1.988 0.07
H 2.283 2.162 3.179 0.05
H 3.903 1.460 2.880 0.06
C 0.087 -1.251 1.880 -0.19
H -0.146 -2.204 2.379 0.09
H -0.367 -0.417 2.437 -0.01
H -0.294 -1.284 0.849 0.07
C 2.378 -1.138 3.631 -0.21
H 1.735 -0.490 4.229 0.05
H 2.272 -2.173 3.975 0.07
H 3.422 -0.825 3.743 0.06
C -0.466 1.448 3.680 0.07
O -0.998 1.944 4.582 0.10
H -2.347 -0.162 -2.052 -0.21
F -3.546 -0.416 -6.873 0.17
C -3.153 -0.908 -5.694 -0.49
F -2.298 0.037 -5.137 0.04
F -4.260 -0.928 -4.861 0.06
C -2.465 -2.334 -5.721 -0.54
O -2.229 -2.758 -6.863 0.09
O -2.254 -2.861 -4.557 -0.22
```

Properties
Kohn-Sham gap (spin up / spin down)	4.92 / 6.49	eV
energy relative to the best compared isomer or geometry (same formula, charge and spin)	181.1	kcal/mol
F_max	0.1824	hartree/bohr
net charge	+1

---

[7]
Entry from the Open Molecules 2025 dataset: 2 unconnected molecules or ions with the total composition C3NS at a distorted geometry (ωB97M-V/def2-TZVPD).

XYZ file:
```
5
Properties=species:S:1:pos:R:3:lowdin_charge:R:1
C 0.664 -0.343 0.230 0.31
C 1.940 -0.268 0.161 -0.53
C -2.757 -0.200 -0.441 -0.03
N -3.268 0.602 0.154 0.03
S 3.420 0.209 -0.105 1.22
```

Properties
Kohn-Sham gap (spin up / spin down)	4.83 / 5.53	eV
energy relative to the best compared isomer or geometry (same formula, charge and spin)	90.1	kcal/mol
F_max	0.1574	hartree/bohr
net charge	+1

---

[8]
Entry from the Open Molecules 2025 dataset: 2 unconnected molecules or ions with the total composition C21H23ClN4O3 at a distorted geometry (ωB97M-V/def2-TZVPD).

XYZ file:
```
52
Properties=species:S:1:pos:R:3:lowdin_charge:R:1
C -1.629 7.051 2.983 -0.05
N -1.255 5.648 2.816 0.03
C -1.397 4.954 1.682 -0.46
O -1.866 5.463 0.667 0.04
C -0.936 3.484 1.621 -0.17
C -2.124 2.528 1.818 -0.10
C -1.851 1.097 1.395 -0.23
C -1.373 0.159 2.330 -0.03
C -1.136 -1.172 1.938 -0.02
C -1.380 -1.567 0.604 -0.32
O -1.182 -2.859 0.232 0.03
C -1.850 -0.626 -0.335 0.00
C -2.085 0.705 0.062 -0.02
N 0.205 3.086 2.475 0.12
C 0.300 3.135 3.804 -0.56
C 1.602 2.655 4.400 0.01
O -0.590 3.537 4.540 0.03
H -2.714 7.150 2.935 0.09
H -1.188 7.647 2.182 0.08
H -1.275 7.421 3.946 0.08
H -0.940 5.135 3.632 0.09
H -0.609 3.346 0.590 0.15
H -2.435 2.542 2.863 0.12
H -2.967 2.897 1.232 0.13
H -1.207 0.463 3.355 0.11
H -0.780 -1.891 2.659 0.10
H -1.197 -3.445 0.989 0.10
H -2.035 -0.939 -1.352 0.11
H -2.454 1.424 -0.657 0.12
H 1.007 2.722 1.988 0.15
H 1.505 2.625 5.485 0.09
H 2.397 3.345 4.126 0.09
H 1.829 1.658 4.029 0.08
Cl -1.632 -6.013 -5.572 0.65
C -0.119 -5.157 -5.435 -0.66
C 0.568 -4.755 -6.583 -0.12
C 1.782 -4.073 -6.471 -0.07
C 2.311 -3.794 -5.208 -0.03
C 1.635 -4.188 -4.041 -0.16
C 2.211 -3.892 -2.720 -0.25
C 1.626 -4.133 -1.503 -0.05
N 2.539 -3.703 -0.565 0.05
C 3.640 -3.209 -1.234 -0.18
N 3.464 -3.313 -2.527 0.10
C 0.413 -4.873 -4.175 -0.06
H 0.153 -4.975 -7.561 0.10
H 2.317 -3.763 -7.364 0.10
H 3.257 -3.265 -5.131 0.11
H 0.644 -4.558 -1.325 0.11
H 2.424 -3.721 0.446 0.15
H 4.525 -2.792 -0.759 0.12
H -0.143 -5.203 -3.305 0.10
```

Properties
Kohn-Sham gap	8.37	eV
energy relative to the best compared isomer or geometry (same formula, charge and spin)	17.2	kcal/mol
F_max	0.0296	hartree/bohr

---

Question: Look up the F_max of the sixth one.
Answer: 0.1824 hartree/bohr

---

Question: What is the formula in the seventh record?
Answer: C3NS

---

Question: Which of these has the highest F_max?
Answer: C22H24F3NO3P2Tl

---

Question: Which formula does entry 8 have?
Answer: C21H23ClN4O3